# C7H6

One molecule with the formula C7H6 in a non-equilibrium geometry (wB97M-V/def2-TZVPD, the OMol25 dataset).

Results
Max |F|   3.43 eV/Å
E_HOMO   -0.2883 Eh
Energy relative to the best compared isomer or geometry (same formula, charge and spin)   449.2 kJ/mol
Total charge   0
Molecular weight   90.12 g/mol
Electronic energy   -270.06503 a.u.
Orbital gap   7.51 eV

Last column: Mulliken charge in e.
Geometry (Å):
C: 0.4731 -1.5436 -0.0091  -1.3378
H: 0.6497 -1.8821 -1.0500  0.3188
H: -1.0513 0.1812 1.6251  0.3500
H: 0.2385 -0.0130 -2.2898  0.2920
C: -0.9458 2.2458 -0.3436  0.1518
C: -0.0116 0.5095 -1.3588  -0.2551
H: 1.3262 -1.8156 0.7171  0.3291
H: -0.3677 -2.0306 0.4713  0.3028
C: -0.2101 0.5286 1.1061  -0.2830
C: 0.1020 -0.1460 -0.1290  0.6873
C: -0.1948 1.9069 -1.3966  -0.3653
C: -0.6042 1.9173 0.8354  -0.4827
H: 0.5961 0.1418 1.8219  0.2921


# C7H6

One molecule with the formula C7H6 in a non-equilibrium geometry (wB97M-V/def2-TZVPD, the OMol25 dataset).

Results
Max |F|   4.31 eV/Å
E_HOMO   -0.3081 Eh
Energy relative to the best compared isomer or geometry (same formula, charge and spin)   400.3 kJ/mol
Total charge   0
Molecular weight   90.12 g/mol
SMILES   C=C=C1C2=C(C)[C@@H]12
Electronic energy   -270.08364 a.u.
Orbital gap   8.90 eV

Last column: Mulliken charge in e.
Geometry (Å):
C: -2.6584 0.1097 0.2545  -1.0106
C: -0.4128 -1.0106 0.6877  -0.9517
H: -0.0188 -0.4263 -1.8279  0.2927
C: 3.3089 0.3552 0.0374  -1.0764
H: 3.5565 1.3674 0.2569  0.2487
C: 0.8280 -0.4056 0.1417  0.9690
H: 3.9987 -0.3650 -0.1709  0.2935
C: -0.1935 -0.1064 -0.8747  -0.6343
C: -1.2860 -0.1850 0.0295  0.8824
C: 2.0617 -0.0083 0.1712  0.1539
H: -3.3897 -0.2418 -0.4563  0.2892
H: -2.8083 1.2246 0.4512  0.2608
H: -2.9863 -0.3078 1.2997  0.2828


# C7H6

One molecule with the formula C7H6 in a non-equilibrium geometry (wB97M-V/def2-TZVPD, the OMol25 dataset).

Results
Max |F|   4.94 eV/Å
E_HOMO (spin up / spin down)   -0.2391 / -0.3356 Eh
Energy relative to the best compared isomer or geometry (same formula, charge and spin)   417.8 kJ/mol
Total charge   0
Molecular weight   90.12 g/mol
2S+1   3
Electronic energy   -269.90607 a.u.
Orbital gap (spin up / spin down)   7.45 / 6.82 eV

Last column: Mulliken charge in e.
Geometry (Å):
H: 2.3564 1.2805 0.3832  0.4456
C: -0.5516 -0.9111 -0.5983  -0.4420
H: -1.7917 -1.3688 1.2378  0.3089
C: 0.6260 0.0398 0.2240  0.5313
C: -1.6992 -1.3520 0.2054  -0.5963
H: 0.8958 -0.4125 1.0935  0.3611
H: 1.6921 1.2704 -1.1422  0.4861
C: 1.8694 0.7040 -0.3368  -1.8127
C: -0.4276 1.0114 0.1922  -0.0495
H: -2.3658 -1.8883 -0.3810  0.2895
C: -1.6589 1.4722 0.0575  -0.4720
C: -1.5727 0.0784 -0.3813  0.4766
H: 2.6278 0.0761 -0.5540  0.4732


# C7H6AlN2O4

C7H6AlN2O4 as an isolated structure in a non-equilibrium geometry (wB97M-V/def2-TZVPD, the OMol25 dataset).

Results
Max |F|   7.08 eV/Å
E_HOMO   -0.7822 Eh
Energy relative to the best compared isomer or geometry (same formula, charge and spin)   224.4 kJ/mol
Total charge   +3
Molecular weight   209.12 g/mol
Electronic energy   -921.95932 a.u.
Orbital gap   6.17 eV

Last column: Mulliken charge in e.
Geometry (Å):
C: 1.7232 -1.6396 -0.4037  0.3867
N: -0.2794 1.8401 0.5957  -0.1025
H: -1.1177 -3.2868 -3.7967  0.0146
O: 2.7848 -1.9753 -0.0628  -0.0163
H: -0.1529 3.5481 1.9196  0.4827
Al: -0.1896 -0.9151 -0.9391  1.1233
O: -3.0411 0.6388 -1.2959  -0.0157
N: 0.1497 0.5022 0.6004  -0.1209
O: 1.2012 1.2937 -2.9186  -0.0198
O: -1.4991 -2.7252 1.4658  -0.0149
C: -2.0491 0.0367 -1.2226  0.3649
H: -0.4440 -3.5836 -3.6510  0.0017
C: -1.0348 -2.1406 0.5722  0.3833
H: -0.8068 2.2693 -0.1524  0.1903
C: 0.7878 0.3649 1.7811  -0.2941
C: 0.7610 1.5801 2.4893  -0.6457
C: 0.6948 0.4562 -2.2838  0.3977
C: 0.0738 2.5073 1.7150  -0.0082
H: 1.2518 -0.5540 2.1321  0.4335
H: 1.1864 1.7826 3.4552  0.4594